Here is an isolated ion of composition C3H10NO2 and charge +1 in a non-equilibrium geometry from the OMol25 dataset. Energies are from ωB97M-V with the def2-TZVPD basis set.

SMILES string = [NH3+]C(CO)CO
net charge = +1
ΔE to the lowest compared entry with this formula, charge and spin = 22.6 kcal per mole

Geometry as XYZ:
```
16
Properties=species:S:1:pos:R:3:lowdin_charge:R:1
N 0.759 -0.997 -0.536 0.228
C -0.393 -0.070 -0.241 -0.232
C -0.845 -0.270 1.195 -0.157
O -0.404 -1.585 1.601 -0.068
C 0.066 1.356 -0.552 -0.177
O 0.828 1.230 -1.756 -0.055
H 0.749 -1.895 -0.045 0.164
H 0.809 -1.156 -1.542 0.175
H 1.639 -0.552 -0.268 0.178
H -1.149 -0.288 -0.978 0.161
H -0.372 0.377 1.930 0.134
H -1.933 -0.163 1.239 0.143
H -0.923 -1.792 2.385 0.112
H -0.814 1.969 -0.737 0.142
H 0.706 1.771 0.230 0.137
H 1.277 2.065 -1.925 0.113
```

Here is a 2-piece molecular cluster, C3H10NO2 overall in a non-equilibrium geometry from the OMol25 dataset. Energies are from ωB97M-V with the def2-TZVPD basis set.

net charge = +1
ΔE to the lowest compared entry with this formula, charge and spin = 24.1 kcal per mole

Geometry as XYZ:
```
16
Properties=species:S:1:pos:R:3:lowdin_charge:R:1
O -1.108 0.476 1.312 0.033
C -2.133 0.977 1.717 -0.296
O -3.267 0.949 1.002 0.119
H -2.307 1.668 2.549 0.163
H -2.905 0.756 0.119 0.128
C 1.246 0.752 -1.004 0.016
N 1.024 -0.371 -0.031 -0.081
C 1.010 -1.688 -0.632 -0.037
H 1.422 1.719 -0.525 0.113
H 1.966 0.487 -1.751 0.101
H 0.295 0.938 -1.467 0.094
H 0.091 -0.301 0.446 0.100
H 1.600 -0.266 0.818 0.190
H 0.395 -1.583 -1.527 0.104
H 0.614 -2.639 -0.119 0.144
H 2.057 -1.874 -0.908 0.108
```

Here is a 2-piece molecular cluster, C3H10NO2 overall in a non-equilibrium geometry from the OMol25 dataset. Energies are from ωB97M-V with the def2-TZVPD basis set.

net charge = +1
ΔE to the lowest compared entry with this formula, charge and spin = 29.9 kcal per mole

Geometry as XYZ:
```
16
Properties=species:S:1:pos:R:3:lowdin_charge:R:1
C 0.948 -0.292 -1.102 -0.063
C 1.217 0.258 0.322 -0.120
C 0.501 1.589 0.535 -0.248
O -0.139 2.158 -0.296 0.101
N 0.089 -1.625 -0.835 0.189
H 1.714 -0.667 -1.768 0.126
H 0.292 0.328 -1.707 0.118
H 2.314 0.386 0.309 0.138
H 0.928 -0.450 1.102 0.118
H 0.661 1.882 1.581 0.132
H 0.825 -2.279 -0.565 0.165
H -0.472 -1.845 -1.656 0.166
H -0.577 -1.443 -0.080 0.083
H -2.545 -1.634 1.842 0.069
H -1.982 -0.290 1.439 0.064
O -2.053 -1.209 1.138 -0.037
```